[1]
Below is a structure of composition C40H48N2O2PdSe, with properties calculated with ωB97M-V/def2-TZVPD.

```
94
Properties=species:S:1:pos:R:3:forces:R:3
Pd 0.187540 -1.466039 -2.524985 0.029 -0.074 0.174
C -3.029167 3.379604 1.851132 -0.001 0.005 0.002
C -3.241086 3.599814 0.346229 -0.003 0.004 -0.003
C -4.716970 3.933673 0.087264 -0.006 -0.012 0.004
C -2.402754 4.802235 -0.086466 0.021 0.002 -0.007
C -2.850787 2.330421 -0.407323 -0.049 -0.029 0.027
C -1.780185 2.259150 -1.274439 0.034 0.020 -0.026
C -1.448322 1.062198 -1.904417 -0.028 -0.026 -0.003
Se 0.118741 1.012042 -3.032966 -0.014 0.071 -0.068
C 1.575605 1.134086 -1.767274 -0.014 -0.032 0.022
C 1.705894 2.283344 -1.001694 -0.012 0.026 -0.030
C 2.644686 2.346078 0.012862 0.052 -0.048 0.038
C 3.431777 1.206795 0.202869 -0.023 0.054 -0.019
C 3.357310 0.049526 -0.557448 -0.051 -0.056 -0.075
C 2.416270 -0.002844 -1.629749 0.036 0.067 0.076
O 2.295863 -1.045071 -2.408649 -0.019 -0.021 -0.059
C 4.269074 -1.119028 -0.137939 0.017 -0.004 0.024
C 3.960369 -1.479479 1.326075 0.004 0.006 0.009
C 4.116551 -2.413513 -0.946127 -0.014 0.013 -0.001
C 5.736271 -0.679140 -0.253373 0.003 0.001 -0.002
C 2.818624 3.556353 0.926906 0.003 0.003 0.024
C 2.461099 3.157876 2.366838 -0.001 0.008 -0.009
C 4.273234 4.043543 0.883266 0.006 -0.003 -0.005
C 1.912901 4.715874 0.514640 -0.021 -0.003 0.002
C -2.217327 -0.118888 -1.765602 -0.027 0.096 0.027
O -1.945761 -1.227788 -2.402626 -0.009 -0.038 -0.043
C -3.316950 -0.048013 -0.848803 0.065 -0.033 -0.057
C -3.582957 1.149440 -0.213828 0.034 0.054 0.041
C -4.153058 -1.299987 -0.571176 -0.035 -0.016 -0.023
C -5.270603 -1.032920 0.440156 0.000 -0.007 0.014
C -4.809669 -1.792944 -1.869809 -0.010 -0.011 0.010
C -3.261644 -2.408388 0.014476 -0.018 0.031 -0.007
H -3.325857 4.267081 2.416414 0.004 -0.006 -0.004
H -3.616799 2.534457 2.214268 0.000 0.004 0.001
H -1.976628 3.174282 2.062133 -0.002 -0.001 -0.001
H -4.992338 4.856864 0.603220 0.001 -0.005 -0.001
H -4.899343 4.067864 -0.980539 0.003 0.006 0.004
H -5.379166 3.143633 0.443932 0.004 0.000 -0.007
H -2.721431 5.689540 0.464108 -0.001 -0.003 -0.002
H -1.341475 4.649772 0.119929 -0.015 -0.001 -0.002
H -2.518599 5.007721 -1.152712 0.000 0.000 0.005
H -1.176009 3.133606 -1.477015 -0.007 -0.013 -0.001
H 1.051034 3.120949 -1.201953 0.008 -0.020 0.007
H 4.154256 1.228273 1.011361 -0.004 -0.002 -0.002
H 2.909977 -1.765305 1.431584 0.003 -0.010 0.003
H 4.577414 -2.324957 1.641792 -0.001 0.007 -0.002
H 4.152455 -0.651735 2.010498 -0.009 -0.001 -0.012
H 3.106503 -2.817932 -0.876226 0.003 0.004 -0.004
H 4.335585 -2.267194 -2.000557 -0.002 -0.001 -0.004
H 4.814596 -3.150548 -0.536835 -0.003 0.007 0.000
H 5.946218 0.205987 0.348693 0.005 -0.006 0.001
H 6.398269 -1.481541 0.082925 -0.004 0.004 -0.004
H 5.981720 -0.445661 -1.291061 0.001 0.001 0.005
H 3.084797 2.333710 2.717595 -0.002 0.004 0.005
H 2.599937 4.002509 3.046784 0.002 -0.004 -0.005
H 1.416719 2.840374 2.424802 0.007 -0.002 0.001
H 4.965848 3.276522 1.232819 -0.003 -0.002 -0.009
H 4.557867 4.313013 -0.135484 -0.003 0.004 0.005
H 4.399294 4.922281 1.520655 -0.002 -0.005 0.000
H 0.857995 4.441562 0.584352 0.014 0.003 -0.002
H 2.077965 5.566435 1.178888 0.000 -0.001 -0.003
H 2.116797 5.041564 -0.507457 0.002 0.004 0.006
H -4.410622 1.184695 0.482110 0.006 0.001 -0.017
H -5.969794 -0.273297 0.084298 0.006 -0.001 0.000
H -5.835015 -1.954497 0.595628 0.002 0.002 0.002
H -4.877421 -0.716141 1.409490 -0.010 -0.008 -0.004
H -5.495320 -1.036073 -2.258082 0.007 -0.001 0.001
H -4.059119 -2.005881 -2.627260 -0.014 0.001 0.006
H -5.385781 -2.701932 -1.674217 0.000 0.005 0.004
H -2.766785 -2.057217 0.925967 -0.003 -0.006 -0.011
H -3.871574 -3.278185 0.275152 0.009 0.002 -0.014
H -2.504946 -2.711457 -0.705792 0.013 0.004 -0.017
C -0.028976 -0.706375 1.923718 0.001 -0.007 0.070
C 0.044279 -0.534204 0.535372 0.003 0.038 -0.046
N 0.140424 -1.549108 -0.296903 0.007 -0.051 -0.033
C 0.170242 -2.807412 0.191897 0.000 0.021 0.085
C 0.110790 -3.071356 1.567182 0.011 0.082 -0.084
C 0.007435 -1.972754 2.439001 0.005 0.031 -0.015
C 0.150358 -4.423491 2.036885 -0.009 -0.089 0.022
C 0.238285 -5.454728 1.173329 -0.006 0.011 0.095
C 0.290790 -5.222416 -0.238867 0.009 0.029 -0.070
C 0.377172 -6.272065 -1.168506 -0.007 0.020 -0.023
C 0.417620 -5.986854 -2.506799 0.005 -0.047 0.009
C 0.368597 -4.648399 -2.908714 0.006 0.057 -0.090
N 0.289002 -3.647622 -2.059572 -0.010 0.065 0.057
C 0.253956 -3.910551 -0.735097 0.012 -0.135 0.047
H -0.108547 0.165332 2.558001 0.001 -0.007 0.001
H 0.026162 0.457648 0.101285 0.000 -0.037 0.001
H -0.042286 -2.143534 3.507622 0.000 -0.004 -0.003
H 0.104312 -4.597164 3.104879 0.005 -0.002 -0.007
H 0.265608 -6.477090 1.528718 0.006 0.004 0.002
H 0.408593 -7.295385 -0.815065 0.004 0.003 0.003
H 0.485098 -6.767022 -3.251382 -0.003 0.003 0.002
H 0.395294 -4.386621 -3.959225 0.000 -0.002 -0.005
```
Forces are in eV/Å.

Total energy (eV): -118161.61903
HOMO energy (alpha / beta) (hartree): -0.255 / -0.257
Energy relative to the best compared isomer or geometry (same formula, charge and spin) (kcal per mole): 0.3
Multiplicity: 3

Here are the Löwdin charges for atoms 1 to 2, given in e:
1. Pd 0.94
2. C -0.04



[2]
Below is a structure of composition C40H49AsN6O5P2PdSSe, with properties calculated with ωB97M-V/def2-TZVPD.

```
106
Properties=species:S:1:pos:R:3:forces:R:3
Pd 0.227174 -0.591367 -0.366313 0.118 -0.545 -0.669
C 1.291370 6.496063 2.006106 -0.015 -0.017 0.014
C 0.594180 5.626977 2.839866 0.001 0.026 -0.019
C 0.538532 4.277997 2.542985 -0.031 -0.016 0.016
C 1.188739 3.777751 1.412991 0.154 -0.026 -0.071
C 1.883110 4.649939 0.584965 0.040 0.028 -0.038
C 1.930678 6.008557 0.879511 0.000 -0.012 -0.004
P 1.055609 1.986712 1.104297 -0.065 1.200 1.387
C 1.949518 1.779384 -0.417209 -0.077 -0.243 -0.362
C 3.331209 1.610423 -0.342925 0.008 -0.041 -0.051
C 4.076993 1.545157 -1.507733 0.080 0.018 0.005
C 3.454015 1.661337 -2.742823 -0.021 -0.004 -0.004
C 2.082355 1.859151 -2.812393 -0.008 0.003 0.009
C 1.322283 1.929633 -1.655363 0.065 0.062 0.053
C 1.928840 1.287638 2.520953 0.064 -0.184 -0.160
C 1.538061 0.106267 3.176922 0.070 0.025 0.036
C 2.192089 -0.264917 4.358857 -0.005 0.009 -0.002
C 3.226069 0.487574 4.866093 0.010 -0.007 0.016
C 3.637636 1.649612 4.217245 -0.006 0.018 -0.014
C 2.980380 2.041392 3.071423 -0.024 -0.083 -0.006
H 1.329392 7.552949 2.236383 0.001 0.000 0.004
H 0.088689 6.005389 3.718696 -0.002 0.003 -0.004
H -0.016777 3.604362 3.184595 0.010 0.004 -0.011
H 2.390955 4.281682 -0.297694 -0.009 -0.008 0.005
H 2.468092 6.680815 0.223355 0.002 0.002 0.004
H 3.819965 1.522346 0.619456 -0.014 -0.013 -0.037
H 5.149154 1.405618 -1.447557 0.000 0.000 -0.018
H 4.039389 1.601429 -3.651047 -0.005 -0.006 -0.004
H 1.600080 1.940865 -3.776183 0.002 0.007 -0.011
H 0.252322 2.094029 -1.702812 -0.006 0.009 -0.025
H 0.317291 -0.559819 1.824382 0.078 -0.086 0.005
H 1.861565 -1.171483 4.848587 -0.007 -0.002 -0.001
H 3.718960 0.170713 5.776531 -0.005 0.004 0.001
H 4.441081 2.252426 4.617068 0.007 -0.004 -0.007
H 3.263512 2.971138 2.596023 0.028 0.015 -0.029
O -2.865380 0.442649 1.208658 -0.074 0.019 0.015
Se -1.742968 0.729972 0.100793 -0.045 -0.312 -0.005
O -0.450173 1.780492 1.283654 -0.143 0.085 -0.212
O 0.576483 -0.730412 2.769112 -0.113 0.059 0.005
O -2.201415 1.912115 -0.906911 0.020 -0.035 -0.046
C -3.387245 -0.528213 -3.378651 -0.019 0.031 -0.011
As -1.640785 -0.118035 -4.075640 0.049 -0.058 -0.016
C -1.711687 -0.601553 -5.942462 -0.051 -0.004 0.014
C -1.549077 1.804267 -4.069934 -0.069 0.022 0.043
S -0.081790 -1.151330 -3.126854 0.011 0.140 0.118
H -4.152889 -0.134271 -4.046870 -0.003 -0.002 0.000
H -3.485000 -0.063843 -2.398962 0.020 -0.013 0.026
H -3.480086 -1.608862 -3.294158 -0.011 -0.006 0.002
H -2.531524 -0.082281 -6.437967 0.004 0.003 -0.001
H -1.851859 -1.678006 -6.015768 0.005 -0.003 0.000
H -0.763747 -0.333431 -6.404355 0.003 0.001 0.009
H -2.340150 2.194219 -4.711008 0.017 -0.023 -0.033
H -0.579709 2.123643 -4.444910 0.008 -0.002 -0.005
H -1.711026 2.147519 -3.048172 0.056 -0.017 0.018
C 3.938669 -3.987041 1.423483 0.013 0.003 0.013
N 2.873785 -4.471547 0.552610 -0.012 -0.016 -0.012
C 3.402388 -4.594620 -0.804323 0.011 -0.002 -0.001
N 3.998858 -3.366463 -1.328909 0.022 0.007 0.014
C 5.027560 -2.917576 -0.394185 -0.046 -0.001 0.006
N 4.550109 -2.737335 0.975749 0.009 0.003 -0.027
C 3.607824 -1.619276 1.070555 -0.057 0.007 0.090
P 2.088599 -1.858814 0.020766 -0.061 -0.054 0.075
C 1.711827 -3.581296 0.590796 0.018 0.002 -0.049
C 2.982257 -2.331060 -1.534081 -0.008 -0.027 0.032
H 4.719789 -4.750230 1.461447 0.006 0.006 -0.001
H 3.540485 -3.845576 2.430436 0.000 -0.006 0.000
H 2.599852 -4.912614 -1.472353 -0.003 -0.001 0.004
H 4.175156 -5.367194 -0.795310 0.002 0.004 -0.005
H 5.446668 -1.974359 -0.752285 0.001 -0.001 0.003
H 5.821665 -3.667858 -0.378150 0.001 -0.002 0.002
H 4.118910 -0.707435 0.757824 -0.006 0.027 0.015
H 3.315049 -1.486181 2.118131 0.020 -0.016 -0.134
H 0.919827 -3.980769 -0.046194 -0.012 0.009 0.014
H 1.316200 -3.537456 1.608525 -0.006 0.009 0.007
H 3.444747 -1.437690 -1.960568 0.019 0.017 -0.012
H 2.245835 -2.683127 -2.260805 -0.006 0.003 -0.002
C -6.180304 0.314632 1.840974 0.010 -0.006 -0.012
C -6.248636 -0.956006 1.042558 0.013 0.005 -0.018
C -6.830960 -2.108314 1.554597 -0.018 0.001 0.014
C -6.853455 -3.289540 0.827526 -0.011 -0.019 -0.007
C -6.313201 -3.333102 -0.448151 0.006 -0.010 -0.045
N -6.350914 -4.562954 -1.165362 0.025 0.010 0.003
C -5.438747 -5.072333 -2.060074 0.003 0.033 -0.008
O -5.779533 -5.845661 -2.938027 -0.013 -0.016 0.018
N -4.113892 -4.694741 -1.948326 -0.034 0.040 -0.049
C -3.399756 -4.181361 -0.847133 0.040 -0.013 -0.001
C -3.722284 -4.462272 0.472459 -0.068 -0.029 0.020
C -2.975384 -3.872528 1.474985 0.051 0.038 0.038
C -1.905269 -3.060133 1.132257 -0.039 -0.025 -0.040
N -1.555061 -2.834119 -0.132514 -0.046 -0.033 0.094
C -2.295271 -3.371830 -1.093239 0.001 0.023 0.017
C -5.760129 -2.178944 -0.991782 -0.006 0.010 0.022
C -5.712575 -1.014583 -0.243344 0.014 -0.034 -0.013
H -6.720297 0.217425 2.782643 0.011 -0.004 -0.001
H -6.614133 1.147092 1.284301 0.003 0.002 0.002
H -5.140569 0.569056 2.049201 0.015 0.017 0.000
H -7.260816 -2.089382 2.549067 0.000 -0.002 0.005
H -7.281600 -4.188946 1.254429 0.002 -0.002 0.001
H -7.259074 -4.976447 -1.309312 -0.001 0.007 0.003
H -3.569499 -5.066892 -2.710674 -0.003 0.012 -0.001
H -4.552898 -5.115071 0.705466 0.018 0.009 -0.006
H -3.217974 -4.042310 2.515087 0.006 0.000 0.003
H -1.310903 -2.572230 1.897207 0.011 0.011 -0.019
H -1.991247 -3.145049 -2.112639 0.004 -0.022 0.007
H -5.358369 -2.203715 -1.996837 0.004 0.003 0.009
H -5.252618 -0.124859 -0.658390 -0.002 -0.002 0.000
```
Forces are in eV/Å.

Total energy (eV): -220532.02597
HOMO energy (hartree): -0.256
Energy relative to the best compared isomer or geometry (same formula, charge and spin) (kcal per mole): 0.0

Here are the Löwdin charges for atoms 1 to 2, given in e:
1. Pd 0.03
2. C -0.08